DFT (the ωB97M-V functional and the def2-TZVPD basis) results for a structure of composition C8H16O4Tl in a non-equilibrium geometry.

Geometry as XYZ:
```
29
Properties=species:S:1:pos:R:3:forces:R:3
C 0.791 1.333 -2.336 1.931 0.122 1.063
C 1.748 0.668 -1.655 -1.220 -0.118 -2.842
O 1.535 0.265 -0.353 2.537 0.083 0.076
C 2.267 -0.883 0.108 0.664 -0.766 -0.025
C 2.082 -0.960 1.603 1.331 -0.088 -0.053
O 0.688 -0.807 1.877 0.904 -1.411 0.397
C 0.313 -1.158 3.209 -0.554 -0.301 1.608
H 0.136 2.017 -1.785 -0.420 -0.527 -0.407
H 0.899 1.400 -3.418 0.025 0.398 0.369
H 2.603 0.185 -2.130 -0.224 0.047 0.231
H 3.330 -0.770 -0.133 -0.247 -0.009 0.057
H 1.867 -1.778 -0.389 0.070 0.215 0.005
H 2.641 -0.169 2.122 -0.179 -0.152 -0.057
H 2.426 -1.939 1.963 -0.174 0.225 -0.058
H -0.753 -0.937 3.318 0.255 -0.103 0.043
H 0.492 -2.230 3.367 -0.054 0.317 -0.154
H 0.896 -0.568 3.930 -0.168 -0.124 -0.240
O -1.317 2.036 0.519 -1.505 3.105 0.713
C -2.365 1.841 -0.370 -1.441 -0.119 -1.745
C -2.742 0.367 -0.471 -1.131 0.441 0.036
O -1.525 -0.404 -0.640 -1.583 -1.527 -1.019
C -1.160 -0.756 -1.921 -0.476 -0.709 -1.235
Tl -0.216 0.527 0.670 0.333 0.774 2.183
H -2.080 2.189 -1.385 -0.102 0.003 0.427
H -3.279 2.394 -0.082 0.602 -0.082 0.154
H -3.422 0.150 -1.304 0.228 0.106 0.248
H -3.196 0.012 0.463 0.134 -0.027 -0.168
H -1.013 -1.827 -2.056 0.265 0.253 0.103
H -1.646 -0.198 -2.723 0.198 -0.028 0.292
```
Forces are in eV/Å.

Results
Charge: +2
⟨S²⟩: 0.755
2S+1: 2
HOMO-LUMO gap (alpha / beta), eV: 7.487 / 8.910
Relative energy (zero: lowest compared OMol25 entry of this formula, charge and spin), eV: 0.316
LUMO level (alpha / beta), eV: -8.374 / -8.364